2 unconnected molecules or ions with the total composition C5H10O2, computed with the ωB97M-V functional and the def2-TZVPD basis.

Each line ends with the Löwdin charge.
Atoms and positions in Å:
O: 1.237 -1.197 2.193  -0.06
O: -2.086 0.560 0.804  -0.10
C: 0.602 -0.387 -1.003  -0.16
C: 1.861 -0.093 -0.682  0.00
C: -0.596 0.473 -0.724  -0.25
C: -1.920 -0.229 -0.376  -0.16
C: -0.780 1.133 0.660  -0.15
H: -1.809 -1.299 -0.145  0.12
H: -0.724 1.195 -1.539  0.14
H: 1.717 -0.365 2.107  0.02
H: 0.403 -1.316 -1.541  0.11
H: -0.812 2.229 0.681  0.12
H: 2.683 -0.756 -0.939  0.07
H: 0.981 -1.392 1.282  0.01
H: -0.095 0.763 1.432  0.10
H: 2.124 0.833 -0.171  0.07
H: -2.748 -0.096 -1.082  0.12

Properties
maximum force = 0.4 eV/Å
highest occupied orbital energy = -9.8 eV
SMILES = C=CC1COC1.O
ΔE to the lowest compared entry with this formula, charge and spin = 2.961 eV
lowest unoccupied orbital energy = 0.9 eV

=====

C20H30N4O3S in the gas phase, computed with the ωB97M-V functional and the def2-TZVPD basis.

Each line ends with the Löwdin charge.
Atoms and positions in Å:
S: 5.662 0.514 0.390  1.03
O: -3.725 2.381 -1.526  0.09
O: 0.569 1.121 -2.116  0.06
O: 2.615 0.011 1.690  0.07
N: -1.623 0.250 2.004  0.20
N: -2.709 1.333 0.225  0.06
N: 0.682 -0.052 0.550  0.00
N: -1.577 1.727 -1.764  0.22
C: 4.039 2.765 0.040  -0.20
C: 1.526 -2.263 -0.265  -0.40
C: 4.418 -0.636 -1.523  -0.20
C: -0.380 1.130 -1.359  -0.41
C: 5.414 -0.847 -0.629  -0.41
C: -0.437 0.606 -0.022  -0.12
C: -4.631 0.014 1.084  -0.19
C: 1.759 0.605 1.069  -0.44
C: 3.086 2.749 1.243  -0.18
C: -5.759 -1.866 -0.159  -0.11
C: 0.625 -1.502 0.715  -0.13
C: -3.956 1.383 0.974  -0.14
C: 4.396 1.390 -0.408  -0.55
C: 1.587 -3.732 0.149  -0.07
C: -4.985 -0.561 -0.286  -0.26
C: 1.030 -2.127 -1.700  -0.06
C: -2.742 1.850 -1.067  -0.48
C: -1.579 0.748 0.736  -0.21
C: 1.740 2.115 0.894  -0.09
C: 3.832 0.645 -1.395  -0.13
H: 4.108 -1.361 -2.256  0.10
H: 3.016 0.986 -2.006  0.10
H: -0.727 0.018 2.404  0.11
H: -5.175 -2.608 0.381  0.07
H: 2.931 3.776 1.581  0.11
H: -5.544 0.140 1.670  0.12
H: 4.947 3.304 0.321  0.11
H: -4.605 2.061 0.415  0.13
H: -4.068 -0.739 -0.854  0.11
H: -5.579 0.167 -0.841  0.11
H: -6.691 -1.706 0.379  0.07
H: 1.473 2.355 -0.134  0.11
H: 3.543 2.180 2.056  0.11
H: 2.529 -1.834 -0.192  0.11
H: 3.565 3.296 -0.789  0.12
H: -3.779 1.819 1.962  0.12
H: 0.959 -1.733 1.733  0.12
H: 1.980 -3.832 1.157  0.08
H: 1.057 -1.090 -2.019  0.05
H: 0.009 -2.498 -1.788  0.08
H: -3.985 -0.690 1.612  0.10
H: -0.413 -1.820 0.593  0.13
H: 0.595 -4.181 0.116  0.08
H: 0.957 2.510 1.549  0.13
H: -5.995 -2.265 -1.142  0.07
H: 2.236 -4.284 -0.526  0.08
H: -1.587 2.107 -2.704  0.17
H: 6.023 -1.720 -0.497  0.06
H: -2.317 0.596 2.643  0.10
H: 1.660 -2.705 -2.371  0.08

Properties
maximum force = 0.8 eV/Å
highest occupied orbital energy = -8.2 eV
SMILES = CCCCn1c(N)c(N(CC(C)C)C(=O)CCCc2cccs2)c(=O)[nH]c1=O
ΔE to the lowest compared entry with this formula, charge and spin = 0.074 eV
lowest unoccupied orbital energy = 0.3 eV

=====

2 unconnected molecules or ions with the total composition C13H22N2O14P in a non-equilibrium geometry, computed with the ωB97M-V functional and the def2-TZVPD basis.

Each line ends with the Löwdin charge.
Atoms and positions in Å:
P: 0.769 -0.030 -2.516  0.31
O: 2.838 -4.022 2.152  0.05
O: -0.668 -0.437 -3.012  -0.12
O: 3.486 -6.317 0.779  0.11
O: 5.582 -3.265 1.849  0.00
O: -1.949 -0.373 -0.851  -0.06
O: 2.434 -3.182 0.097  0.02
O: -0.613 -0.227 0.898  -0.03
O: 4.365 -5.297 -1.043  0.13
O: -2.031 3.610 -3.143  0.01
O: 3.769 -1.376 2.437  -0.02
O: 1.413 -1.292 -1.731  -0.14
O: 0.698 1.217 -1.736  -0.26
O: -4.835 3.928 0.054  0.04
O: 1.673 0.389 -3.737  -0.10
N: -2.944 2.366 -1.558  0.14
N: -4.938 2.381 1.657  0.00
C: 3.967 -1.614 1.033  -0.23
C: 2.594 -0.976 -0.988  -0.16
C: -5.936 3.071 2.470  -0.07
C: 2.606 -1.766 0.327  -0.20
C: 3.412 -3.916 0.833  -0.36
C: -2.259 1.474 0.676  -0.05
C: -3.427 1.942 -0.227  -0.19
C: -2.361 3.493 -1.969  -0.54
C: -2.086 4.645 -1.023  0.00
C: -4.440 2.857 0.507  -0.45
C: 4.622 -2.977 0.823  -0.22
C: -1.550 0.202 0.193  -0.67
C: 3.768 -5.287 0.178  -0.36
H: -1.524 2.270 0.777  0.12
H: 5.168 -3.038 2.704  0.10
H: -6.831 3.249 1.873  0.08
H: -4.580 1.496 1.982  0.12
H: 4.443 -6.235 -1.270  0.13
H: -2.638 1.256 1.674  0.10
H: -1.158 -0.476 -2.134  0.00
H: 3.105 -2.023 2.760  0.10
H: -2.970 1.653 -2.269  0.14
H: 1.793 -1.384 0.957  0.16
H: -1.863 4.282 -0.027  0.06
H: -1.234 5.205 -1.400  0.08
H: 3.469 -1.245 -1.588  0.13
H: -2.963 5.287 -0.994  0.07
H: 4.576 -0.811 0.603  0.16
H: -4.006 1.039 -0.419  0.15
H: 1.196 1.202 -3.948  0.08
H: -6.193 2.469 3.343  0.08
H: -5.536 4.033 2.795  0.08
H: 5.104 -3.008 -0.160  0.17
H: 2.014 -4.534 2.059  0.13
H: 2.670 0.090 -0.746  0.13

Properties
total charge = -1
maximum force = 2.8 eV/Å
highest occupied orbital energy = -5.5 eV
lowest unoccupied orbital energy = 2.3 eV